(1)
C31H26Cl2N7O5Pt as an isolated structure, computed with the ωB97M-V functional and the def2-TZVPD basis.

```
! wB97M-V def2-TZVPD RIJCOSX def2/J DEFGRID3
* xyz 1 5
Pt 0.12923 -0.42733 0.60889
Cl 6.85394 0.15876 2.04737
C 5.32069 -0.26282 1.32235
C 4.14004 0.05427 1.95952
C 2.95397 -0.22759 1.30796
N 1.71064 0.04173 1.76010
C 1.50262 0.68597 2.99291
O 2.30441 0.77582 3.91539
C 0.16425 1.32338 3.05165
C -0.16198 2.36238 3.94476
C -1.40305 2.93691 3.88238
C -2.30233 2.43908 2.94101
C -2.00603 1.42683 2.06970
N -0.70485 0.92797 2.08526
C 2.97371 -0.87472 0.04119
C 4.13497 -1.28272 -0.60191
C 5.37131 -0.90093 -0.00928
Cl 6.84000 -1.49305 -0.68008
N 1.73471 -1.12904 -0.41857
C 1.50574 -1.92737 -1.59827
O 2.34545 -2.35256 -2.37338
C 0.09867 -2.29567 -1.72815
C -0.21992 -3.38709 -2.52871
C -1.54551 -3.81709 -2.42811
C -2.45913 -3.12063 -1.62956
C -2.04667 -2.07970 -0.83019
N -0.74120 -1.77113 -0.81072
H 4.12166 0.63804 2.93440
H 0.63880 2.66155 4.59205
H -1.71512 3.77924 4.51618
H -3.32020 2.79701 2.95697
H -2.68992 1.12541 1.33022
H 4.10870 -1.86720 -1.55953
H 0.48612 -3.84810 -3.19427
H -1.81075 -4.70507 -2.92803
H -3.49434 -3.33029 -1.64795
H -2.72686 -1.46176 -0.29105
C -0.33498 -3.43292 4.34210
C -1.38999 -2.84865 3.69969
C -1.27829 -2.24197 2.46336
N -0.07213 -1.98467 1.97719
C 0.95715 -2.70623 2.44911
C 0.90685 -3.35791 3.68032
H -0.53181 -4.12188 5.15965
H -2.35050 -2.85900 4.15581
H -2.16049 -1.82585 1.98417
H 1.85380 -2.83326 1.87242
H 1.89893 -3.71425 4.03519
C -1.56021 -0.07057 -4.19029
C -2.11719 1.21535 -3.66674
C -1.34183 2.02250 -2.65782
C -2.38525 3.16592 -2.38012
C -2.00851 4.22412 -1.33472
C -0.03071 2.53823 -3.26289
O 0.07353 3.19128 -4.29385
N 1.04774 2.63217 -2.30233
C 1.18145 1.86398 -1.11782
O 2.21792 1.92385 -0.43276
N 0.03207 1.18724 -0.75217
C -1.19185 1.22931 -1.31553
O -2.17635 0.73847 -0.76302
H -1.36274 -0.87168 -3.46564
H -0.57991 0.10620 -4.65931
H -2.09706 -0.47688 -5.06967
H -3.11799 1.04203 -3.22565
H -2.31367 1.89065 -4.53855
H -3.30053 2.63093 -2.10170
H -2.60064 3.65133 -3.38235
H -2.95991 4.67253 -1.01357
H -1.45078 5.06013 -1.74256
H -1.46065 3.74028 -0.48532
H 1.91276 3.04677 -2.66716
*
```

LUMO energy (spin up / spin down): -0.1293 / -0.2011 hartree
relative energy (zero: lowest compared OMol25 entry of this formula, charge and spin): 0.171 eV

***

(2)
C31H26F4N5O2Ru as an isolated structure, computed with the ωB97M-V functional and the def2-TZVPD basis.

```
! wB97M-V def2-TZVPD RIJCOSX def2/J DEFGRID3
* xyz 0 2
Ru 0.19404 0.15171 1.61983
O 2.36906 -0.91099 -2.99745
C 1.73156 -2.10003 -2.95835
C 1.52353 -2.74116 -4.17650
C 0.90194 -3.97139 -4.23418
C 0.48642 -4.60423 -3.06773
C 0.67998 -3.98309 -1.85623
C 1.28371 -2.71951 -1.77063
C 1.33433 -2.05535 -0.49094
O 1.56755 -0.67783 -0.47688
N 1.02293 -2.63407 0.63308
N 0.80113 -1.84063 1.67359
C 1.17801 -2.23730 2.89327
C 1.12791 -1.33194 3.95593
C 1.68162 -1.63218 5.22778
C 1.67958 -0.69401 6.21718
C 1.09029 0.55761 5.95714
C 0.56908 0.79579 4.70136
N 0.57394 -0.09455 3.71343
H 2.40496 -0.52427 -2.10362
H 1.85204 -2.23359 -5.07096
H 0.74006 -4.44407 -5.19041
H 0.00055 -5.56843 -3.11035
H 0.34616 -4.43403 -0.93601
H 1.61566 -3.22105 3.00662
H 2.12676 -2.60310 5.36905
H 2.12092 -0.90423 7.18090
H 1.04593 1.31260 6.72592
H 0.11976 1.75743 4.46582
C -2.80799 -0.03363 3.16549
N -2.27421 0.53477 1.93367
C -3.01463 -0.02541 0.80791
C -2.35109 1.99878 1.95603
C -1.40231 2.64040 0.94147
N -0.05842 2.17691 1.17344
C 0.94512 2.65289 0.42059
C 2.27275 2.24379 0.72962
F 2.43600 1.39681 1.79318
C 3.37619 2.61782 -0.00266
F 4.59116 2.17922 0.35983
C 3.25358 3.44172 -1.11300
C 1.97904 3.87359 -1.44022
F 1.81836 4.65997 -2.51720
C 0.86275 3.51784 -0.70430
F -0.33167 4.00611 -1.11685
H -3.87298 0.21169 3.29189
H -2.25481 0.33415 4.02864
H -2.71016 -1.11821 3.13036
H -4.09044 0.18229 0.89612
H -2.86546 -1.10402 0.78760
H -2.65368 0.38567 -0.13074
H -2.07013 2.33838 2.95706
H -3.37830 2.33671 1.75299
H -1.45752 3.73135 1.05423
H -1.72902 2.39676 -0.07849
H 4.11133 3.74210 -1.68959
C 0.23792 -0.10359 -0.41545
C -0.48455 0.02343 -1.46255
C -1.14091 0.13291 -2.65704
C -1.02696 1.30268 -3.44863
C -1.62325 1.35901 -4.68386
C -2.35310 0.27729 -5.16717
C -2.47748 -0.87845 -4.40199
C -1.88700 -0.96035 -3.16622
H -0.43579 2.12625 -3.07871
H -1.52317 2.25052 -5.28624
H -2.80694 0.32528 -6.14529
H -3.03182 -1.72099 -4.79220
H -1.93988 -1.86658 -2.58235
*
```

LUMO energy (spin up / spin down): -0.0531 / -0.0411 hartree

***

(3)
A 3-piece molecular cluster, C31H26O4PS2 overall, computed with the ωB97M-V functional and the def2-TZVPD basis.

```
! wB97M-V def2-TZVPD RIJCOSX def2/J DEFGRID3
* xyz 1 1
S -8.96237 -3.30420 3.48766
C -8.07690 -4.93437 3.64290
C -7.28907 -5.17731 2.31025
C -7.36183 -6.68384 1.87141
P -6.73799 -6.73373 0.10366
S -4.87982 -5.71902 -0.02007
H -9.52770 -3.43026 2.24038
H -8.81411 -5.71286 3.87048
H -7.34488 -4.77288 4.44064
H -6.23438 -4.92407 2.49962
H -7.63969 -4.54314 1.48049
H -8.39888 -7.05946 1.84686
H -6.78146 -7.34791 2.52744
H -6.66050 -8.04810 -0.41462
H -7.66642 -5.93613 -0.62682
H -5.20519 -4.37778 -0.04564
C 0.78068 2.14894 -2.38605
C 0.75750 1.70768 -3.70640
C 0.26109 0.44923 -4.01241
C -0.20442 -0.37924 -2.99576
C -0.15960 0.05452 -1.66788
C 0.32423 1.32504 -1.36823
C -0.60706 -0.83281 -0.56812
O -0.57602 -0.46113 0.58801
C -1.09086 -2.19676 -0.90496
C -1.46161 -3.06304 0.11929
C -1.92782 -4.33437 -0.18352
C -2.03294 -4.74234 -1.51244
C -1.65855 -3.88381 -2.53496
C -1.17843 -2.61242 -2.23323
C -0.74888 -1.71447 -3.33649
O -0.84053 -2.07579 -4.49275
H 1.16139 3.13503 -2.14974
H 1.12568 2.34788 -4.49778
H 0.23954 0.11117 -5.03980
H 0.34891 1.66868 -0.34285
H -1.38232 -2.74691 1.15128
H -2.20902 -5.00918 0.61709
H -2.40208 -5.73251 -1.74986
H -1.73525 -4.20308 -3.56592
C 3.35466 6.52286 3.36657
C 4.61747 6.85642 3.84765
C 5.75132 6.49492 3.13573
C 5.62719 5.78735 1.94386
C 4.36174 5.43259 1.47328
C 3.22571 5.81221 2.18294
C 4.21364 4.63757 0.22957
O 3.11038 4.33137 -0.18400
C 5.43691 4.21569 -0.49598
C 5.31979 3.42169 -1.63371
C 6.45587 3.03244 -2.32722
C 7.71353 3.44136 -1.89318
C 7.83628 4.22766 -0.75761
C 6.69959 4.60936 -0.05062
C 6.84677 5.42186 1.18207
O 7.94456 5.77650 1.56321
H 2.47038 6.81376 3.91920
H 4.71662 7.40086 4.77798
H 6.73163 6.75977 3.50864
H 2.24349 5.54969 1.81362
H 4.34342 3.10475 -1.97550
H 6.36268 2.41095 -3.20881
H 8.59896 3.14254 -2.43956
H 8.81494 4.54059 -0.41930
*
```

LUMO energy: -0.1522 hartree

***

Number 1: electronic energy -81519.9856 eV. Number 2: electronic energy -57560.1016 eV. Number 3: electronic energy -71711.5842 eV.